1.
C22H22ClF3N4O3S in the gas phase at a distorted geometry, computed with ωB97M-V with the def2-TZVPD basis set.

Cartesian coordinates (Å):
C  5.363  0.526  -1.095
C  4.476  -0.712  -1.173
N  3.564  -0.852  -0.052
C  4.163  -1.017  1.261
C  3.218  -1.761  2.196
S  2.262  0.199  -0.063
O  2.062  0.670  -1.404
O  2.346  1.168  0.992
C  0.869  -0.883  0.261
C  0.722  -2.050  -0.465
C  -0.434  -2.795  -0.327
C  -1.449  -2.346  0.510
Cl  -2.908  -3.242  0.606
C  -1.306  -1.162  1.235
C  -2.380  -0.692  2.171
O  -2.883  -1.405  3.006
N  -2.747  0.614  2.035
C  -2.193  1.602  1.225
C  -1.657  2.813  1.596
C  -1.188  3.392  0.398
C  -0.491  4.691  0.230
N  -1.424  2.593  -0.618
N  -2.059  1.514  -0.134
C  -2.364  0.471  -1.017
C  -1.372  0.101  -1.925
C  -1.584  -0.938  -2.808
C  -2.787  -1.627  -2.799
C  -3.796  -1.231  -1.945
C  -3.606  -0.168  -1.067
C  -4.807  0.252  -0.264
F  -5.930  0.179  -1.001
F  -5.029  -0.532  0.807
F  -4.760  1.511  0.197
C  -0.118  -0.448  1.118
H  6.028  0.478  -0.235
H  4.737  1.410  -1.008
H  5.965  0.607  -1.996
H  3.847  -0.650  -2.063
H  5.080  -1.623  -1.226
H  4.408  -0.042  1.697
H  5.084  -1.591  1.132
H  3.737  -2.002  3.121
H  2.873  -2.682  1.735
H  2.358  -1.142  2.433
H  1.513  -2.359  -1.129
H  -0.570  -3.715  -0.873
H  -3.414  0.931  2.730
H  -1.597  3.216  2.586
H  -1.042  5.487  0.726
H  -0.395  4.914  -0.828
H  0.503  4.631  0.671
H  -0.438  0.641  -1.912
H  -0.803  -1.213  -3.499
H  -2.950  -2.455  -3.472
H  -4.753  -1.731  -1.963
H  0.056  0.455  1.684

Computed properties:
E_tot (eV): -66784.6805
Orbital gap (hartree): 0.3346
Total charge: 0

2.
10 unconnected molecules or ions with the total composition C34H70N2O24 at a distorted geometry, computed with ωB97M-V with the def2-TZVPD basis set.

Cartesian coordinates (Å):
C  -0.129  -6.558  -5.678
O  0.190  -5.172  -5.635
C  -0.793  -4.227  -5.690
O  -1.885  -4.338  -6.257
O  -0.363  -3.215  -4.942
C  -0.900  -1.916  -4.856
H  0.169  -7.006  -6.626
H  -1.160  -6.764  -5.391
H  0.603  -6.978  -4.988
H  -1.008  -1.379  -5.798
H  -0.266  -1.303  -4.214
H  -1.888  -1.948  -4.397
C  -2.104  1.211  5.476
O  -2.912  1.086  4.340
C  -4.114  1.641  4.262
O  -4.755  2.100  5.157
O  -4.536  1.762  3.024
C  -5.821  2.357  2.760
H  -2.672  0.739  6.279
H  -1.900  2.235  5.788
H  -1.214  0.610  5.292
H  -6.661  1.730  3.057
H  -5.918  2.569  1.695
H  -6.006  3.350  3.169
C  -1.898  9.708  3.356
O  -1.599  8.498  4.085
C  -2.542  7.498  4.005
O  -3.566  7.486  3.301
O  -2.152  6.500  4.827
C  -3.009  5.344  4.977
H  -1.836  9.559  2.278
H  -1.132  10.453  3.571
H  -2.919  10.072  3.464
H  -3.001  4.623  4.159
H  -4.052  5.567  5.200
H  -2.684  4.842  5.888
C  -2.249  -6.446  -1.604
O  -2.457  -5.114  -2.258
C  -2.915  -4.039  -1.664
O  -3.590  -3.122  -2.182
O  -2.661  -4.064  -0.283
C  -2.968  -2.975  0.658
H  -1.929  -7.177  -2.346
H  -3.218  -6.751  -1.209
H  -1.595  -6.446  -0.731
H  -4.000  -2.917  1.002
H  -2.917  -1.975  0.228
H  -2.367  -2.912  1.565
C  0.115  -1.585  2.211
O  0.621  -2.824  2.817
C  1.809  -2.921  3.341
O  2.628  -2.002  3.413
O  2.045  -4.170  3.724
C  3.385  -4.575  3.801
H  0.384  -0.666  2.732
H  -0.975  -1.597  2.192
H  0.530  -1.434  1.214
H  3.534  -5.479  4.392
H  4.147  -3.864  4.120
H  3.624  -4.971  2.814
C  2.370  5.133  1.956
O  2.877  3.896  1.370
C  3.362  2.932  2.068
O  3.342  2.834  3.257
O  3.639  2.030  1.180
C  3.812  0.625  1.606
H  2.476  5.130  3.041
H  1.362  5.339  1.596
H  3.135  5.833  1.620
H  4.859  0.322  1.609
H  3.464  -0.089  0.859
H  3.283  0.333  2.513
C  7.459  -5.695  -4.152
O  6.221  -5.383  -3.473
C  5.106  -6.067  -4.032
C  3.772  -5.946  -3.108
O  3.519  -4.568  -2.830
C  2.301  -4.108  -3.420
C  1.967  -2.706  -2.710
O  0.710  -2.705  -2.110
C  0.639  -3.446  -0.901
H  7.398  -5.240  -5.140
H  7.652  -6.764  -4.236
H  8.286  -5.369  -3.520
H  5.228  -7.150  -4.045
H  4.866  -5.693  -5.027
H  4.065  -6.423  -2.173
H  2.910  -6.524  -3.441
H  1.501  -4.819  -3.213
H  2.369  -4.057  -4.507
H  2.010  -1.863  -3.400
H  2.671  -2.336  -1.964
H  0.574  -4.466  -1.279
H  -0.270  -3.236  -0.338
H  1.556  -3.470  -0.312
C  -2.034  5.245  0.915
O  -2.205  4.000  0.130
C  -2.502  2.787  0.721
C  -2.486  1.682  -0.350
O  -1.069  1.502  -0.587
C  -0.715  0.470  -1.445
C  0.723  0.590  -1.860
O  1.005  1.781  -2.570
C  0.934  3.008  -1.789
H  -1.186  5.240  1.601
H  -2.919  5.334  1.545
H  -2.022  6.166  0.333
H  -3.466  2.858  1.225
H  -1.852  2.665  1.587
H  -3.030  2.044  -1.223
H  -2.996  0.814  0.068
H  -1.404  0.185  -2.239
H  -0.908  -0.392  -0.807
H  0.967  -0.243  -2.520
H  1.382  0.462  -1.001
H  1.217  2.909  -0.742
H  -0.075  3.410  -1.691
H  1.484  3.767  -2.346
C  -0.914  2.943  -5.086
C  -0.977  2.880  -6.564
N  -0.955  2.801  -7.733
H  -1.790  2.419  -4.703
H  -0.992  3.975  -4.745
H  0.100  2.674  -4.791
C  1.164  5.180  5.394
C  0.413  4.295  4.460
N  -0.067  3.595  3.707
H  1.779  5.890  4.841
H  1.808  4.435  5.860
H  0.553  5.636  6.174

Computed properties:
E_tot (eV): -88504.2067
Orbital gap (hartree): 0.3512
Total charge: 0

Q: Which of these has the lowest orbital gap?
A: C22H22ClF3N4O3S

Q: The lowest orbital gap belongs to which entry?
A: C22H22ClF3N4O3S